{"formula": "C12H10N5O4PtSSe", "method": "wB97M-V/def2-TZVPD", "homo_lumo_gap_ev": 7.7718, "lumo_ha": 0.0974, "homo_energy_ev": -5.1, "charge": -1, "elements": ["Pt", "N", "C", "C", "C", "C", "C", "C", "S", "O", "O", "N", "C", "N", "C", "C", "C", "N", "H", "H", "H", "H", "H", "H", "H", "H", "H", "Se", "C", "N", "O", "C", "O", "H"], "xyz": [[-2.2045, -0.0568, 1.3357], [2.9891, -1.6830, -3.8881], [2.6193, -1.3975, -2.5712], [3.3454, -0.4790, -1.8143], [2.9485, -0.1693, -0.5239], [1.8302, -0.7796, 0.0190], [1.0928, -1.6925, -0.7231], [1.4870, -1.9936, -2.0127], [1.3228, -0.3849, 1.6677], [1.0527, -1.6041, 2.3669], [2.2840, 0.5491, 2.1949], [-0.1201, 0.3567, 1.4721], [-0.2869, 1.6186, 1.0000], [-1.6596, 1.8073, 0.9100], [-2.1401, 2.9657, 0.5144], [-1.2499, 3.9825, 0.1802], [0.0994, 3.6845, 0.2233], [0.6027, 2.5139, 0.6147], [3.9648, -1.5351, -4.0913], [2.6601, -2.5709, -4.2326], [4.2193, -0.0005, -2.2417], [3.4966, 0.5488, 0.0691], [0.2065, -2.1509, -0.2993], [0.9066, -2.6982, -2.5971], [-3.2186, 3.0509, 0.4621], [-1.6023, 4.9525, -0.1354], [0.8253, 4.4280, -0.0891], [-4.4743, 0.0928, 0.6281], [-5.4583, -0.0949, 2.1910], [-6.1395, -0.1924, 3.1174], [-1.7828, -2.5225, 0.4890], [-2.3435, -2.7926, 1.5559], [-2.7946, -1.9080, 2.3516], [-2.4781, -3.8449, 1.8565]], "forces_ev_per_angstrom": [[-0.948, -0.030, 1.129], [0.016, 0.026, -0.075], [0.002, -0.004, 0.084], [-0.022, -0.022, -0.012], [0.002, 0.046, -0.017], [0.005, 0.068, 0.128], [-0.083, -0.047, -0.032], [-0.002, -0.005, -0.001], [0.031, 0.322, -0.095], [-0.020, -0.013, -0.035], [-0.071, -0.162, 0.005], [0.073, 0.413, 0.118], [-0.434, -0.520, 0.029], [0.814, -0.322, -0.417], [0.148, -0.051, 0.047], [-0.184, 0.077, 0.000], [0.032, -0.021, -0.006], [0.128, 0.122, 0.053], [-0.018, -0.023, 0.001], [0.018, 0.010, 0.014], [0.006, -0.003, -0.011], [0.006, 0.016, 0.025], [-0.025, -0.016, 0.028], [0.003, -0.007, -0.013], [0.013, 0.012, -0.036], [-0.007, -0.003, -0.004], [0.029, -0.005, 0.012], [-0.398, 0.033, 0.139], [0.147, 0.051, -0.160], [-0.017, 0.007, 0.008], [0.042, -0.692, -0.134], [0.150, 0.208, -0.286], [0.627, 0.460, -0.579], [-0.064, 0.078, 0.092]], "lowdin_charge": [0.87, 0.08, -0.33, -0.04, -0.06, -0.29, -0.04, -0.03, 0.59, -0.29, -0.31, -0.21, -0.46, -0.11, -0.12, -0.07, -0.13, 0.15, 0.08, 0.08, 0.10, 0.11, 0.09, 0.11, 0.10, 0.09, 0.10, 0.53, -0.80, 0.01, -0.12, -0.58, -0.24, 0.12]}

{"formula": "C47H44ClN4O7SiW", "method": "wB97M-V/def2-TZVPD", "homo_lumo_gap_ev": [4.9354, 5.2804], "lumo_ha": [0.0457, 0.0458], "s2": 2.04, "spin_multiplicity": 3, "homo_energy_ev": [-3.7, -4.0], "charge": -1, "elements": ["W", "C", "C", "C", "C", "N", "C", "C", "C", "C", "C", "C", "N", "H", "H", "H", "H", "H", "H", "H", "H", "Cl", "C", "C", "C", "C", "O", "C", "C", "O", "C", "H", "H", "H", "H", "C", "C", "C", "C", "C", "C", "N", "H", "H", "H", "H", "H", "H", "H", "H", "C", "C", "C", "C", "Si", "O", "C", "C", "C", "C", "C", "C", "C", "C", "C", "C", "C", "C", "H", "H", "H", "H", "H", "H", "H", "H", "H", "H", "H", "H", "H", "H", "H", "H", "H", "H", "H", "O", "C", "N", "O", "C", "C", "C", "C", "C", "C", "C", "O", "O", "H", "H", "H", "H", "H"], "xyz": [[0.5244, 0.2467, -0.8970], [-2.9162, 2.1767, 1.2025], [-2.3907, 2.6223, 2.4237], [-1.0330, 2.6234, 2.5750], [-0.1956, 2.1284, 1.5624], [-0.7217, 1.6023, 0.4124], [-2.0496, 1.7054, 0.2530], [1.2315, 2.2601, 1.5895], [1.9557, 2.8204, 2.6563], [3.2887, 3.1023, 2.5069], [3.8814, 2.8916, 1.2604], [3.1174, 2.3103, 0.2710], [1.8590, 1.9104, 0.4329], [-3.9765, 2.2120, 1.0057], [-3.0429, 2.9932, 3.2015], [-0.5924, 3.0199, 3.4760], [-2.4138, 1.4018, -0.7223], [1.4574, 3.0433, 3.5878], [3.8586, 3.5241, 3.3232], [4.9076, 3.1658, 1.0723], [3.5307, 2.1658, -0.7190], [7.4617, -0.7349, 1.3232], [5.7460, -0.7112, 1.0273], [4.8787, -0.9895, 2.0756], [3.5083, -0.9731, 1.8263], [3.0013, -0.6497, 0.5814], [1.6736, -0.6213, 0.3776], [3.9019, -0.3531, -0.4985], [3.4157, -0.0138, -1.7665], [2.1378, 0.1300, -2.0500], [5.2933, -0.4123, -0.2338], [5.2630, -1.2143, 3.0586], [2.8169, -1.2049, 2.6247], [4.1098, 0.1540, -2.5891], [5.9848, -0.1920, -1.0357], [-2.1504, -1.6125, -2.6999], [-0.7161, -1.9602, -2.9722], [-0.3081, -2.7696, -4.0047], [1.0220, -3.1381, -3.7313], [1.3728, -2.5268, -2.5526], [2.6135, -2.8786, -1.7891], [0.3249, -1.7501, -2.0748], [-2.7456, -2.5296, -2.7165], [-2.5621, -0.9316, -3.4459], [-2.2340, -1.1741, -1.7129], [-0.9096, -3.0691, -4.8457], [1.6444, -3.8148, -4.2930], [2.7638, -3.9570, -1.8639], [2.5271, -2.6321, -0.7353], [3.5084, -2.3952, -2.1839], [-1.3240, -4.2380, -0.1416], [-0.9955, -3.5825, 1.2047], [0.5276, -3.5139, 1.3497], [-1.5182, -4.4654, 2.3432], [-1.6711, -1.7667, 1.1941], [-0.8812, -0.8848, 0.1194], [-3.5623, -1.7658, 0.9234], [-4.1751, -0.8496, 0.0701], [-5.5417, -0.8539, -0.1565], [-6.3476, -1.7726, 0.4953], [-5.7706, -2.6738, 1.3753], [-4.4003, -2.6673, 1.5808], [-1.3945, -1.0197, 2.9297], [-2.4062, -0.7913, 3.8601], [-2.1354, -0.1982, 5.0839], [-0.8353, 0.1529, 5.4142], [0.1862, -0.0689, 4.5041], [-0.0987, -0.6297, 3.2690], [-0.8961, -5.2428, -0.1958], [-0.9093, -3.6451, -0.9570], [-2.4033, -4.3171, -0.2841], [0.9776, -4.4912, 1.1567], [0.8058, -3.2044, 2.3587], [0.9303, -2.7969, 0.6404], [-0.9386, -5.3913, 2.3876], [-2.5604, -4.7422, 2.1940], [-1.4249, -3.9584, 3.3053], [-3.5650, -0.1114, -0.4253], [-5.9772, -0.1418, -0.8455], [-7.4155, -1.7828, 0.3224], [-6.3925, -3.3896, 1.8978], [-3.9789, -3.3758, 2.2790], [-3.4221, -1.0720, 3.6111], [-2.9435, -0.0001, 5.7771], [-0.6241, 0.6113, 6.3724], [1.2013, 0.2209, 4.7455], [0.6886, -0.7596, 2.5344], [-2.0464, 1.7122, -4.1996], [-1.4433, 1.2809, -3.2843], [-0.8668, 0.8264, -2.3506], [1.4551, 2.5715, -4.4835], [1.1031, 3.8531, -4.2938], [1.0854, 4.6944, -5.4092], [0.7837, 6.0342, -5.2760], [0.4880, 6.5671, -4.0260], [0.4569, 5.7323, -2.9268], [0.7540, 4.3773, -3.0386], [0.6259, 3.5070, -1.8236], [0.1048, 3.9370, -0.7996], [1.0840, 2.2997, -1.9612], [1.4141, 2.1266, -3.6021], [1.3177, 4.2635, -6.3734], [0.7769, 6.6694, -6.1528], [0.2830, 7.6236, -3.9194], [0.1916, 6.1030, -1.9469]], "forces_ev_per_angstrom": [[-0.875, -0.210, -1.882], [0.222, 0.451, 0.963], [-0.653, -0.273, -0.869], [0.957, -0.141, -0.187], [-2.103, -0.536, -0.747], [0.092, 1.001, 1.420], [0.399, -0.297, -0.804], [2.305, -0.076, -0.415], [-0.967, -0.340, -0.281], [0.678, 0.002, -0.654], [-0.334, 0.179, 0.806], [-0.047, -0.196, -0.634], [-0.783, 0.627, 1.269], [-0.024, -0.052, -0.081], [0.021, -0.010, 0.060], [0.042, -0.021, 0.034], [0.184, -0.067, 0.159], [-0.042, 0.000, 0.010], [0.004, -0.001, 0.038], [0.042, -0.019, -0.071], [-0.078, -0.076, 0.073], [0.218, -0.007, 0.051], [-0.079, 0.028, -0.030], [0.002, 0.010, -0.052], [-0.184, 0.096, 0.004], [0.549, -0.105, -0.570], [0.481, -0.548, 1.026], [-0.070, -0.163, 0.411], [-0.058, 0.126, 0.215], [0.199, 0.049, 0.016], [-0.304, 0.080, -0.105], [0.016, -0.044, 0.032], [-0.066, -0.029, 0.029], [-0.146, -0.036, 0.000], [0.087, -0.028, 0.006], [0.147, -0.017, -0.028], [-0.372, -0.065, -0.038], [-0.128, 0.262, 0.167], [0.173, 0.132, 0.243], [0.253, -0.129, 0.066], [-0.038, 0.075, -0.125], [0.083, 0.456, -0.018], [-0.043, 0.016, 0.016], [-0.100, 0.020, 0.045], [-0.153, 0.031, -0.110], [-0.176, -0.111, -0.003], [0.074, -0.115, 0.004], [0.038, -0.020, 0.045], [0.057, -0.048, -0.019], [0.032, -0.041, 0.050], [-0.061, 0.296, 0.046], [-0.107, 0.046, -0.006], [-0.150, 0.312, -0.063], [-0.135, 0.278, -0.077], [-0.021, -0.774, 0.591], [0.569, 0.971, -0.813], [0.331, 0.107, -0.044], [0.093, 0.036, -0.016], [-0.082, 0.068, -0.008], [-0.022, 0.004, -0.006], [-0.129, -0.055, 0.022], [0.097, -0.055, 0.085], [-0.052, -0.062, -0.408], [-0.016, -0.049, -0.121], [-0.090, 0.025, 0.088], [-0.027, 0.093, 0.069], [0.094, 0.083, -0.015], [0.070, -0.075, -0.041], [0.040, -0.072, 0.028], [0.014, -0.061, -0.143], [-0.078, -0.039, -0.068], [-0.013, -0.090, -0.004], [0.102, 0.030, 0.067], [0.185, -0.022, -0.026], [0.052, -0.052, -0.005], [-0.053, -0.085, 0.032], [-0.007, -0.045, 0.139], [-0.047, -0.125, -0.166], [-0.007, 0.036, -0.023], [-0.044, -0.010, -0.008], [0.000, -0.028, 0.031], [-0.013, -0.060, 0.039], [-0.088, 0.040, 0.033], [-0.012, -0.038, 0.058], [0.016, -0.002, 0.027], [0.075, -0.003, 0.020], [0.029, 0.024, 0.039], [-0.267, 0.222, -0.345], [0.317, -0.321, 0.384], [0.037, -0.263, 0.687], [-0.013, 0.060, -0.100], [0.046, -0.030, 0.038], [0.050, -0.026, -0.084], [0.041, -0.107, 0.017], [-0.019, 0.155, 0.037], [0.013, -0.032, -0.049], [0.036, -0.141, -0.025], [-0.115, -0.282, 0.365], [-0.012, 0.268, 0.036], [-0.094, -0.024, 0.102], [-0.025, 0.033, 0.034], [0.016, -0.024, -0.031], [0.025, 0.017, -0.023], [-0.071, 0.026, 0.013], [-0.010, 0.004, 0.058]], "lowdin_charge": [1.99, -0.02, -0.03, 0.00, -0.18, 0.01, -0.12, -0.18, 0.00, -0.05, -0.02, -0.10, 0.07, 0.11, 0.11, 0.11, 0.10, 0.10, 0.11, 0.11, 0.12, 0.63, -0.69, -0.12, -0.01, -0.33, -0.30, -0.21, -0.20, -0.25, -0.07, 0.09, 0.11, 0.14, 0.11, -0.07, -0.38, -0.08, -0.09, -0.37, -0.04, -0.03, 0.08, 0.07, 0.02, 0.09, 0.09, 0.08, 0.05, 0.07, -0.07, -0.58, -0.09, -0.10, 0.54, -0.42, -0.19, -0.10, -0.08, -0.10, -0.09, -0.10, -0.19, -0.09, -0.10, -0.11, -0.09, -0.10, 0.08, 0.07, 0.08, 0.09, 0.08, 0.04, 0.08, 0.05, 0.07, 0.06, 0.10, 0.10, 0.10, 0.08, 0.09, 0.10, 0.09, 0.10, 0.07, 0.10, -0.47, -0.02, 0.07, -0.26, -0.02, -0.10, -0.11, -0.03, -0.06, -0.54, 0.04, -0.20, 0.07, 0.11, 0.09, 0.09, 0.11]}

Please write out number 1 again, unchanged.
{"formula": "C12H10N5O4PtSSe", "method": "wB97M-V/def2-TZVPD", "homo_lumo_gap_ev": 7.7718, "lumo_ha": 0.0974, "homo_energy_ev": -5.1, "charge": -1, "elements": ["Pt", "N", "C", "C", "C", "C", "C", "C", "S", "O", "O", "N", "C", "N", "C", "C", "C", "N", "H", "H", "H", "H", "H", "H", "H", "H", "H", "Se", "C", "N", "O", "C", "O", "H"], "xyz": [[-2.2045, -0.0568, 1.3357], [2.9891, -1.6830, -3.8881], [2.6193, -1.3975, -2.5712], [3.3454, -0.4790, -1.8143], [2.9485, -0.1693, -0.5239], [1.8302, -0.7796, 0.0190], [1.0928, -1.6925, -0.7231], [1.4870, -1.9936, -2.0127], [1.3228, -0.3849, 1.6677], [1.0527, -1.6041, 2.3669], [2.2840, 0.5491, 2.1949], [-0.1201, 0.3567, 1.4721], [-0.2869, 1.6186, 1.0000], [-1.6596, 1.8073, 0.9100], [-2.1401, 2.9657, 0.5144], [-1.2499, 3.9825, 0.1802], [0.0994, 3.6845, 0.2233], [0.6027, 2.5139, 0.6147], [3.9648, -1.5351, -4.0913], [2.6601, -2.5709, -4.2326], [4.2193, -0.0005, -2.2417], [3.4966, 0.5488, 0.0691], [0.2065, -2.1509, -0.2993], [0.9066, -2.6982, -2.5971], [-3.2186, 3.0509, 0.4621], [-1.6023, 4.9525, -0.1354], [0.8253, 4.4280, -0.0891], [-4.4743, 0.0928, 0.6281], [-5.4583, -0.0949, 2.1910], [-6.1395, -0.1924, 3.1174], [-1.7828, -2.5225, 0.4890], [-2.3435, -2.7926, 1.5559], [-2.7946, -1.9080, 2.3516], [-2.4781, -3.8449, 1.8565]], "forces_ev_per_angstrom": [[-0.948, -0.030, 1.129], [0.016, 0.026, -0.075], [0.002, -0.004, 0.084], [-0.022, -0.022, -0.012], [0.002, 0.046, -0.017], [0.005, 0.068, 0.128], [-0.083, -0.047, -0.032], [-0.002, -0.005, -0.001], [0.031, 0.322, -0.095], [-0.020, -0.013, -0.035], [-0.071, -0.162, 0.005], [0.073, 0.413, 0.118], [-0.434, -0.520, 0.029], [0.814, -0.322, -0.417], [0.148, -0.051, 0.047], [-0.184, 0.077, 0.000], [0.032, -0.021, -0.006], [0.128, 0.122, 0.053], [-0.018, -0.023, 0.001], [0.018, 0.010, 0.014], [0.006, -0.003, -0.011], [0.006, 0.016, 0.025], [-0.025, -0.016, 0.028], [0.003, -0.007, -0.013], [0.013, 0.012, -0.036], [-0.007, -0.003, -0.004], [0.029, -0.005, 0.012], [-0.398, 0.033, 0.139], [0.147, 0.051, -0.160], [-0.017, 0.007, 0.008], [0.042, -0.692, -0.134], [0.150, 0.208, -0.286], [0.627, 0.460, -0.579], [-0.064, 0.078, 0.092]], "lowdin_charge": [0.87, 0.08, -0.33, -0.04, -0.06, -0.29, -0.04, -0.03, 0.59, -0.29, -0.31, -0.21, -0.46, -0.11, -0.12, -0.07, -0.13, 0.15, 0.08, 0.08, 0.10, 0.11, 0.09, 0.11, 0.10, 0.09, 0.10, 0.53, -0.80, 0.01, -0.12, -0.58, -0.24, 0.12]}